Below is a molecular structure, C31H19Cl5FeN10O5 at a distorted geometry, with properties calculated with ωB97M-V/def2-TZVPD.

The geometry in ORCA input format:
```
! RIJCOSX wB97M-V def2-TZVPD def2/J DEFGRID3
* xyz 1 6
Fe 0.38880 -0.29670 -0.16160
C -2.06410 2.95410 3.86150
N -1.56110 1.77090 3.21450
C -0.55680 1.64790 2.34260
N -0.34100 0.36650 2.08330
C -1.26570 -0.26360 2.84760
N -2.01000 0.55790 3.53650
C -3.44450 3.39120 3.42170
C -4.24350 4.06880 4.34210
C -5.50220 4.53100 3.98900
C -6.00440 4.28240 2.72650
C -5.20790 3.60680 1.80100
C -3.91920 3.18440 2.13970
C -5.75340 3.25570 0.51780
N -7.01940 3.27440 0.16920
N -7.12160 2.68660 -0.99680
C -5.91690 2.31960 -1.36700
O -5.01220 2.69030 -0.44830
C -5.55750 1.57130 -2.54380
C -6.55170 0.85380 -3.21240
C -6.22350 0.13740 -4.34540
C -4.92060 0.14180 -4.81970
C -3.92500 0.85670 -4.15880
C -2.55140 0.94570 -4.78400
N -1.46430 0.90810 -3.84350
C -0.90910 -0.13610 -3.22360
N 0.07700 0.28250 -2.44340
C 0.07870 1.62750 -2.63280
N -0.83720 2.02310 -3.47330
C -4.24070 1.55830 -3.00680
H -1.35300 3.76380 3.67070
H -2.09150 2.74970 4.93690
H -0.00250 2.46690 1.93490
H -1.36960 -1.32750 2.90580
H -3.88070 4.23290 5.34680
H -6.09570 5.07440 4.70790
H -6.99790 4.58850 2.44320
H -3.33270 2.66460 1.39990
H -7.55780 0.86800 -2.82350
H -6.98790 -0.41190 -4.87350
H -4.68280 -0.41140 -5.71540
H -2.47180 1.90560 -5.30300
H -2.41560 0.14400 -5.51270
H -1.20720 -1.15430 -3.37170
H 0.77900 2.28460 -2.15660
H -3.48430 2.12110 -2.48110
O -5.55310 -0.95660 -0.18040
C -5.02440 -2.16100 -0.20990
O -5.67250 -3.15640 -0.39120
C -3.53570 -2.27110 -0.05470
C -2.86280 -3.48190 0.03510
N -1.55160 -3.21490 0.05710
N -1.31380 -1.90160 -0.01390
C -2.50750 -1.30510 -0.07430
C -2.58630 0.19880 -0.04270
O -3.65590 0.71170 0.29220
O -1.53360 0.82700 -0.32080
H -4.89510 -0.23430 0.05430
H -3.25930 -4.47520 0.10150
H -0.78310 -3.86840 0.12490
Cl 2.11150 -2.20410 -1.03980
C 3.21040 -1.01790 -0.42410
C 2.62190 -0.02510 0.34440
C 3.47080 0.89690 0.93750
Cl 2.81610 2.11420 1.94420
C 4.85660 0.84550 0.73890
Cl 5.88590 1.97190 1.51280
C 5.40010 -0.12250 -0.11160
Cl 7.08070 -0.14340 -0.42670
C 4.56990 -1.08300 -0.70660
Cl 5.21590 -2.28580 -1.74030
*
```

Its largest force on an atom is 2.75 eV/A. For the lowest unoccupied orbital energy (spin up / spin down), the calculation gives -2.9 / -6.5 eV. The HOMO energy (spin up / spin down) is -10.2 / -10.2 eV. For the molecular weight, the calculation gives 844.67 g mol⁻¹.